Computed, not measured: 6 unconnected molecules or ions with the total composition C36H87BN6O11 in a non-equilibrium geometry, with the ωB97M-V functional and the def2-TZVPD basis.

The orbital gap is 9.1 eV. The value obtained for the max |F| is 4.664 eV Å⁻¹. The total energy comes out at -70877.2328 eV. As for the SMILES: COCCCCCCC[C@@]1(O)OC(=O)O[C@@]1(CCC(C)C)B(N)O.COC[C@@H](C)N.COC[C@@H](C)N.COC[C@@H](C)N.COC[C@@H](C)N.COC[C@@H](C)N.

Geometry as ORCA input:
```
! RIJCOSX wB97M-V def2-TZVPD def2/J DEFGRID3
* xyz 0 1
C -3.44166 -0.94190 6.03646
O -4.53305 -0.85456 5.07467
C -4.37727 0.48282 4.49628
C -5.33909 0.70050 3.21712
C -4.97084 2.11885 2.56882
C -6.23198 2.93497 1.98154
C -6.66974 4.07862 3.02210
C -8.18052 3.97811 3.55341
C -8.70265 2.49155 3.82889
C -10.16737 2.44205 4.52328
O -10.91451 3.68068 4.45995
O -10.93345 1.50759 3.67535
C -10.44278 0.21976 4.09482
O -10.51414 -0.87640 3.52862
O -9.74329 0.34063 5.33825
C -10.30435 1.56790 5.89000
C -11.81755 1.49213 6.47350
C -12.00105 0.39662 7.62319
C -12.41546 -1.06925 7.12950
C -11.15221 -2.03956 6.80526
C -13.45665 -1.11592 5.91655
B -9.33480 2.43534 6.89414
N -7.87624 2.04372 7.04726
O -9.76104 3.60365 7.63326
H -3.44893 -1.96569 6.53498
H -2.45322 -0.86667 5.45447
H -3.54568 -0.14792 6.84756
H -4.58504 1.25782 5.31550
H -3.30510 0.62747 4.10449
H -6.41643 0.59429 3.56717
H -5.10655 -0.15795 2.49269
H -4.17297 1.97222 1.75064
H -4.45072 2.74831 3.38501
H -5.83702 3.47778 1.04204
H -7.08465 2.27333 1.61822
H -5.97529 4.16679 3.92987
H -6.57488 5.09020 2.47337
H -8.88558 4.58993 2.88353
H -8.19860 4.52270 4.57682
H -8.84874 1.99930 2.79583
H -7.91509 1.89330 4.38953
H -10.45904 4.37193 4.98320
H -12.57526 1.44630 5.62710
H -11.97577 2.51921 6.97734
H -12.72655 0.74854 8.44783
H -10.97904 0.29114 8.15489
H -12.94571 -1.57196 8.02529
H -11.31946 -3.03010 7.36940
H -11.15284 -2.29919 5.69652
H -10.17313 -1.61149 7.19306
H -14.44863 -0.60416 6.13688
H -13.61904 -2.21315 5.61022
H -12.97004 -0.62339 4.99207
H -7.79886 1.36261 7.81435
H -7.41344 2.93946 7.29097
H -9.61971 4.41228 7.08998
C -0.70106 -2.53219 0.52270
C -1.54512 -1.57856 1.36271
C -1.19861 -0.09212 1.14309
O -0.00334 0.33352 1.78857
C 1.18662 0.03924 1.07415
N -1.42474 -1.95747 2.77675
H 0.31290 -2.64731 0.91012
H -1.15170 -3.52851 0.51150
H -0.63387 -2.18740 -0.51334
H -2.58847 -1.71913 1.05934
H -2.00019 0.50858 1.58717
H -1.17536 0.16212 0.07643
H 1.04571 0.10413 -0.00813
H 1.55676 -0.95023 1.35191
H 1.94582 0.76786 1.36831
H -2.06270 -1.38086 3.32347
H -0.50115 -1.65907 3.09126
C 4.34917 1.78509 -4.06189
C 4.40020 1.30421 -2.61508
C 3.64750 -0.02082 -2.37864
O 2.23011 0.11027 -2.32714
C 1.59616 0.14411 -3.59550
N 3.89828 2.37335 -1.74099
H 3.38172 2.21570 -4.32776
H 5.09975 2.56249 -4.23063
H 4.56031 0.96518 -4.75500
H 5.45369 1.12963 -2.37053
H 3.94132 -0.40281 -1.39498
H 3.94019 -0.78572 -3.10806
H 2.10331 -0.49066 -4.32733
H 1.53585 1.17193 -3.95932
H 0.57382 -0.22012 -3.47089
H 4.02292 2.08729 -0.77118
H 2.88492 2.40499 -1.85423
C 9.47803 4.98455 -7.62090
C 9.52616 4.50386 -6.17376
C 8.76869 3.18161 -5.93777
O 7.35181 3.31708 -5.88743
C 6.71921 3.35283 -7.15624
N 9.02742 5.57502 -5.30063
H 8.51239 5.41837 -7.88709
H 10.23121 5.75930 -7.78890
H 9.68673 4.16406 -8.31369
H 10.57875 4.32558 -5.92822
H 9.06024 2.79867 -4.95397
H 9.05954 2.41544 -6.66710
H 7.22540 2.71668 -7.88788
H 6.66198 4.38087 -7.52003
H 5.69565 2.99137 -7.03250
H 9.15013 5.28880 -4.33075
H 8.01435 5.61021 -5.41476
C 9.87537 -2.67345 -4.85096
C 8.83984 -1.77009 -5.51267
C 8.72755 -1.97418 -7.03690
O 9.78292 -1.38156 -7.78751
C 10.96527 -2.16156 -7.85724
N 9.14406 -0.37265 -5.17672
H 10.89972 -2.34267 -5.03287
H 9.73324 -2.68373 -3.76657
H 9.78093 -3.70342 -5.20668
H 7.86686 -2.02211 -5.07658
H 7.81288 -1.47612 -7.37576
H 8.61629 -3.03439 -7.29363
H 10.75114 -3.23354 -7.88623
H 11.62189 -1.92682 -7.01675
H 11.49460 -1.88964 -8.77313
H 8.39798 0.21934 -5.53950
H 9.95738 -0.10028 -5.72914
C 6.93440 -6.80615 -0.69805
C 7.33568 -7.25571 -2.09962
C 8.18057 -6.21537 -2.86254
O 7.43327 -5.12080 -3.38396
C 7.16770 -4.09022 -2.44673
N 6.12419 -7.62009 -2.84667
H 6.12966 -6.06872 -0.70818
H 6.57660 -7.65840 -0.11385
H 7.78693 -6.37435 -0.16572
H 7.95009 -8.15548 -1.98596
H 8.61755 -6.71255 -3.73503
H 9.02154 -5.85745 -2.25643
H 7.98718 -3.95792 -1.73479
H 6.23307 -4.29328 -1.91953
H 7.03641 -3.15733 -3.00014
H 6.40068 -8.00993 -3.74624
H 5.65087 -6.75157 -3.09603
*
```